Molecular formula: C4H12S
Method: DFT, ωB97M-V/def2-TZVPD

- Gap between HOMO and LUMO: 9.5 eV
- Strongest force on any atom: 2.10 eV/Å
- DFT total energy: -557.7543 hartree
- ΔE to the lowest compared entry with this formula, charge and spin: 10.1 kcal/mol

Element x y z (Å)
H1 -0.608 -2.561 -0.187
H2 -0.935 -1.549 2.647
H3 0.324 2.793 -2.623
H4 -0.494 -0.571 1.304
H5 -1.231 -3.513 1.139
H6 0.752 0.314 0.065
S1 1.499 2.517 -0.587
C1 1.463 0.732 -0.635
C2 -1.144 -1.394 1.578
H7 -2.210 -1.190 1.625
H8 -0.862 2.391 -1.385
H9 1.196 0.305 -1.608
C3 -0.592 -2.662 0.895
C4 0.046 2.945 -1.584
H10 2.455 0.297 -0.504
H11 0.419 -2.838 1.252
H12 -0.080 3.983 -1.395